[1]
{"formula": "H39O20", "method": "wB97M-V/def2-TZVPD", "gap_ha": [0.3468, 0.1455], "homo_energy_ha": [-0.387, -0.387], "multiplicity": 2, "fmax_ev_per_a": 10.58, "elements": ["O", "H", "O", "H", "H", "O", "H", "H", "O", "H", "H", "O", "H", "H", "O", "H", "H", "O", "H", "H", "O", "H", "H", "O", "H", "H", "O", "H", "H", "O", "H", "H", "O", "H", "H", "O", "H", "H", "O", "H", "H", "O", "H", "H", "O", "H", "H", "O", "H", "H", "O", "H", "H", "O", "H", "H", "O", "H", "H"], "coordinates": [[-3.7401, 3.6318, 1.2114], [2.9603, -0.1320, 2.0974], [0.4236, -3.3104, 2.3882], [0.4773, -4.1525, 2.9654], [-0.3628, -3.0273, 2.1414], [-4.5416, 0.6089, 0.1540], [1.3492, 0.3084, -5.9208], [-5.1393, -0.0073, 0.4427], [4.4472, 2.3290, -0.3982], [4.9770, 2.6468, -1.2600], [1.9803, -2.6866, 1.1904], [2.0459, -2.8950, 0.2485], [-0.8903, -0.6203, -3.3769], [-3.6038, 0.2105, 0.0666], [0.2695, 4.1212, 0.6393], [-4.3826, 3.2875, 0.6241], [-2.9470, 2.9841, 1.2092], [-0.8627, 3.0517, -1.8563], [-1.4371, 3.6964, -1.6131], [-0.1807, 3.1311, -1.2810], [0.9740, -4.0728, -2.8908], [0.0540, 3.2979, 0.8647], [-3.7207, 1.7648, 3.2507], [-1.2909, 1.0416, 0.8445], [-2.0233, 1.6894, 0.6613], [-1.5529, 0.1482, 0.6750], [2.0972, -0.2312, 2.6915], [1.2003, -0.3403, 2.3203], [-2.8646, 0.7639, 2.3243], [-0.8072, 0.2071, -3.9437], [5.1503, 2.8941, 0.2079], [-0.6272, 0.9855, -3.2603], [-1.9542, -1.5761, -2.1118], [5.7972, -0.3931, -1.0198], [0.3693, 4.8314, 1.2474], [-3.5781, -2.3947, 2.0492], [-3.4006, -1.8178, 2.8226], [0.4102, -3.3477, -2.6488], [1.5963, 1.1184, -5.3665], [1.8557, -3.7910, -2.4996], [1.1155, 0.7833, -4.5918], [-0.5692, 0.4536, 4.6217], [-0.4295, -0.1485, 3.9438], [0.1900, 0.1337, 5.1944], [1.8357, 1.1944, 0.4828], [1.8834, 2.0175, 0.8234], [-1.9842, -1.3956, -1.0823], [5.7731, 0.1789, -0.3211], [0.8817, 0.9292, 0.3632], [5.0150, 0.2551, 0.0105], [-3.5563, 0.7673, 3.1406], [1.3354, -3.6116, 0.2185], [-2.5968, -2.3036, -2.1267], [3.2548, -2.8429, -2.2815], [2.8820, -1.9937, -2.5762], [2.9467, -2.7785, -1.3097], [-1.8545, -1.3700, 0.3508], [-1.4545, -2.2259, 0.3635], [-2.9335, -2.0712, 1.3178]]}

***

[2]
{"formula": "H3IP2", "method": "wB97M-V/def2-TZVPD", "gap_ha": [0.2689, 0.2736], "homo_energy_ha": [-0.310, -0.331], "multiplicity": 1, "fmax_ev_per_a": 3.20, "elements": ["P", "P", "I", "H", "H", "H"], "coordinates": [[-0.1194, -0.8634, -0.1068], [-1.3907, 0.7863, -0.4167], [-3.5196, 0.0074, 0.0800], [0.2305, -1.0893, -1.3483], [0.9572, -0.0524, 0.0529], [-0.2751, 0.8446, 1.8121]]}

***

The following total energy values (in hartree) correspond, in order, to the records above: -1527.8385 -982.0572.
The following energy relative to the best compared isomer or geometry (same formula, charge and spin) values (in eV) correspond, in order, to the records above: 4.338 1.870.